(1)
The following is a quantum chemistry calculation of a structure of composition C42H44ClNO4P2RuSi, from the Open Molecules 2025 dataset.

```
96
Properties=species:S:1:pos:R:3:forces:R:3
Ru 0.0917 -0.4243 0.7513 -0.02 0.37 0.35
N 2.2923 1.4042 -0.6859 0.08 0.13 0.34
P 2.3774 -0.3120 -0.4409 -0.24 0.47 -0.24
C 4.0930 -0.3427 0.1456 -0.03 -0.13 0.01
C 4.4589 0.4469 1.2323 0.01 0.03 0.04
C 5.7702 0.4404 1.6884 -0.02 0.00 -0.01
C 6.7178 -0.3502 1.0547 0.02 -0.01 -0.01
C 6.3528 -1.1437 -0.0256 -0.01 -0.01 0.00
C 5.0414 -1.1514 -0.4747 0.03 0.00 0.00
C 2.2881 -0.8681 -2.1681 0.22 -0.13 -0.02
C 1.4910 -1.9440 -2.5417 0.02 -0.08 -0.05
C 1.3156 -2.2557 -3.8825 0.05 0.03 0.00
C 1.9552 -1.5051 -4.8583 -0.02 -0.02 -0.03
C 2.7668 -0.4394 -4.4926 0.02 0.02 0.01
C 2.9254 -0.1174 -3.1540 -0.03 0.04 -0.02
P 0.7277 1.9975 -0.4675 -0.13 -0.25 -0.20
C 1.0051 3.7542 -0.0905 0.07 0.01 0.05
C 0.0830 4.4646 0.6708 -0.05 0.02 0.04
C 0.2677 5.8152 0.9328 0.00 -0.01 -0.01
C 1.3841 6.4699 0.4361 0.00 0.01 0.00
C 2.3081 5.7739 -0.3322 0.02 -0.01 -0.02
C 2.1198 4.4266 -0.5999 -0.05 -0.01 0.05
C -0.0071 2.0387 -2.1348 0.01 0.15 -0.15
C -0.0393 3.1753 -2.9432 -0.02 0.03 0.05
C -0.5277 3.1031 -4.2396 0.00 0.00 -0.02
C -0.9733 1.8927 -4.7525 0.00 -0.03 -0.01
C -0.9466 0.7536 -3.9594 0.02 0.09 0.01
C -0.4816 0.8371 -2.6559 -0.05 -0.10 -0.06
H 3.0859 1.9851 -0.4597 0.09 0.04 -0.24
H 3.7229 1.0692 1.7322 0.00 -0.01 -0.02
H 6.0486 1.0525 2.5367 0.00 -0.01 -0.02
H 7.7427 -0.3507 1.4031 -0.02 0.00 0.00
H 7.0904 -1.7644 -0.5182 -0.01 0.02 0.02
H 4.7539 -1.7861 -1.3039 -0.01 0.02 0.02
H 0.9979 -2.5494 -1.7956 0.00 -0.01 0.08
H 0.6805 -3.0871 -4.1575 0.01 0.00 0.00
H 1.8238 -1.7503 -5.9054 0.00 0.01 0.03
H 3.2699 0.1475 -5.2511 -0.01 -0.01 0.02
H 3.5292 0.7380 -2.8766 0.00 -0.02 -0.01
H -0.7962 3.9696 1.0627 0.04 -0.01 -0.02
H -0.4598 6.3520 1.5281 0.02 0.00 -0.01
H 1.5333 7.5221 0.6425 0.00 -0.03 -0.01
H 3.1750 6.2833 -0.7336 -0.02 -0.01 0.01
H 2.8330 3.9099 -1.2306 0.00 0.02 0.00
H 0.3147 4.1254 -2.5646 0.00 0.00 0.01
H -0.5514 3.9939 -4.8546 0.00 -0.01 0.02
H -1.3404 1.8367 -5.7699 0.01 0.01 0.03
H -1.2768 -0.2005 -4.3496 -0.01 0.01 0.01
H -0.4688 -0.0719 -2.0619 -0.01 0.00 0.10
C 0.7363 -0.0632 3.9526 -0.08 0.22 -0.09
O -0.0486 0.5486 2.9076 -0.08 -0.15 0.15
C -1.3961 0.7725 3.3639 0.26 -0.06 0.04
C -2.1188 1.6212 2.3668 0.00 0.13 0.01
O -2.1103 0.9704 1.1160 -0.02 -0.04 -0.08
C -2.8595 1.6765 0.1346 0.05 -0.02 0.01
H 0.6989 0.5785 4.8334 0.03 0.00 0.02
H 1.7541 -0.1495 3.5920 0.04 -0.01 -0.04
H 0.3474 -1.0533 4.1858 0.00 -0.03 0.01
H -1.3611 1.3073 4.3156 0.02 -0.02 0.05
H -1.8867 -0.1909 3.5136 -0.09 -0.04 -0.03
H -1.6202 2.5926 2.2845 -0.01 0.03 0.02
H -3.1435 1.7901 2.7146 -0.04 -0.05 -0.03
H -3.9078 1.7359 0.4376 0.00 0.01 -0.01
H -2.7766 1.1306 -0.8020 0.01 -0.03 -0.02
H -2.4598 2.6857 -0.0114 -0.02 -0.02 0.00
C -2.1893 -3.7116 -3.9684 -0.01 0.01 -0.01
C -1.4919 -4.4729 -3.0408 -0.01 0.02 0.03
C -1.3442 -4.0158 -1.7380 0.01 -0.03 0.00
C -1.8871 -2.7892 -1.3358 -0.10 -0.13 -0.14
C -2.5685 -2.0298 -2.2935 -0.01 0.07 0.02
C -2.7250 -2.4857 -3.5940 0.00 -0.03 0.00
Si -1.7255 -2.2838 0.4476 0.00 -0.06 -0.25
C -3.3286 -1.9465 1.3253 -0.09 0.02 0.14
C -3.3984 -2.2996 2.6775 -0.04 0.04 0.05
C -4.5455 -2.0630 3.4254 0.04 -0.01 -0.03
C -5.6493 -1.4745 2.8261 -0.04 0.02 -0.01
C -5.6053 -1.1308 1.4793 0.01 -0.01 0.04
C -4.4560 -1.3629 0.7400 0.03 0.04 -0.07
H -2.3188 -4.0733 -4.9810 0.01 0.01 0.02
H -1.0719 -5.4294 -3.3266 -0.01 0.02 0.01
H -0.8109 -4.6343 -1.0224 -0.01 0.03 -0.01
H -2.9936 -1.0657 -2.0269 0.04 -0.04 -0.01
H -3.2737 -1.8900 -4.3144 0.02 -0.02 0.03
H -1.0926 -3.4011 1.1870 0.07 -0.06 -0.03
H -2.5488 -2.7816 3.1536 -0.02 0.01 -0.02
H -4.5817 -2.3516 4.4690 0.00 0.00 -0.03
H -6.5500 -1.2972 3.4009 0.03 -0.01 -0.02
H -6.4735 -0.6905 1.0039 0.02 -0.01 0.01
H -4.4506 -1.0967 -0.3121 0.01 -0.03 0.05
Cl 2.4294 -5.3766 0.5862 0.01 0.03 -0.03
C 2.0841 -4.1231 1.7841 -0.01 0.02 0.07
C 1.9206 -2.7416 1.1842 0.14 0.12 -0.32
O 2.4805 -2.4473 0.1124 -0.26 -0.49 0.30
O 1.1927 -1.9450 1.8695 0.12 -0.02 0.05
H 2.9069 -4.0877 2.4970 0.02 -0.01 0.00
H 1.1738 -4.3836 2.3154 -0.01 -0.02 0.00
```
Forces are in eV/Å.

Output
2S+1: 6
ΔE to the lowest compared entry with this formula, charge and spin in kJ/mol: 0.0
⟨S²⟩: 8.76
Net charge: +1
Orbital gap (alpha / beta) in eV: 8.0 / 7.0


(2)
The following is a quantum chemistry calculation of a cluster of 14 separate species, C6H32O13 in total at a distorted geometry, from the Open Molecules 2025 dataset.

```
51
Properties=species:S:1:pos:R:3:forces:R:3
C -0.7300 -0.6902 0.1615 -0.10 -0.12 -1.48
C 0.4432 -1.0299 -0.5380 -1.09 1.56 1.85
C 0.5697 -2.2556 -1.1348 1.32 -1.20 -0.18
C -0.4728 -3.1828 -1.1918 -1.03 -0.68 1.55
C -1.7112 -2.8039 -0.5698 0.95 0.53 -2.09
C -1.8346 -1.5108 -0.0526 -0.80 -0.73 0.02
H -0.8265 0.2071 0.7663 -0.01 0.05 -0.45
H 1.2587 -0.3034 -0.5060 0.02 -0.60 0.00
H 1.6337 -2.4846 -1.3172 -0.85 -0.31 -0.89
H -0.3613 -4.2502 -1.5243 0.13 1.38 0.07
H -2.6281 -3.3890 -0.7263 0.59 0.08 0.24
H -2.8693 -1.1948 0.0858 0.43 0.23 0.82
H -2.6198 0.4466 2.9587 -0.32 -0.77 -0.55
H -3.5856 1.5403 2.8871 -0.66 0.63 -0.06
O -3.3860 0.7393 2.4096 0.51 0.04 0.45
H -3.0438 -0.6022 -3.6869 1.59 -0.15 -0.87
H -1.8438 0.1994 -4.2202 0.38 1.02 -0.09
O -2.1815 -0.6814 -4.1937 -1.92 -0.83 0.98
H -0.3140 -3.3188 1.4131 -0.35 0.16 0.16
H 0.8683 -2.5795 1.9367 0.13 0.04 0.33
O -0.0642 -2.7425 2.1481 0.37 -0.29 0.07
H 0.5960 0.0371 -3.4672 -0.38 0.84 0.35
H -0.2347 1.0126 -2.5686 0.32 -0.59 -0.25
O 0.4311 0.9878 -3.2790 -0.18 -0.60 0.07
H -0.8942 -1.0679 3.2345 0.67 -0.65 -1.20
H -0.8050 0.5870 2.9654 0.55 -1.18 -0.21
O -1.0837 -0.1799 3.5006 -0.85 1.70 1.43
H 2.2838 1.9395 -0.9160 -0.33 -0.97 0.31
H 3.6269 2.3151 -0.8374 0.62 -0.74 0.66
O 3.0903 1.5675 -0.4935 -0.38 2.05 -1.07
H 3.7903 -0.8256 -2.1753 0.07 -0.64 -0.64
H 3.5370 -0.1778 -0.9267 -0.28 -0.08 0.58
O 3.4954 -1.0726 -1.2982 0.37 0.51 0.01
H 2.7215 -2.1897 0.5646 -0.04 0.31 0.16
H 3.3200 -3.3637 1.2360 0.02 -0.15 0.38
O 2.8240 -2.5665 1.4530 0.06 -0.01 -0.59
H 0.3587 3.2597 -1.4696 0.32 0.94 0.39
H 0.3021 2.9697 -2.8349 0.94 0.80 -0.73
O 0.7616 3.6380 -2.2802 -1.15 -1.59 0.59
H -0.0599 2.7345 3.1152 0.58 0.15 0.77
H 0.8493 1.6230 2.3511 1.38 -0.19 0.77
O 0.0617 2.1631 2.3700 -1.61 0.05 -1.12
H 3.0792 0.4249 2.7472 0.28 -0.12 -0.43
H 2.7822 1.2511 1.3667 0.55 -0.47 0.37
O 2.4758 0.9756 2.2485 -0.84 0.54 -0.10
H -1.3164 3.8561 -0.0026 0.28 -0.88 0.50
H -0.5946 2.7641 0.9677 -0.47 0.30 -0.28
O -1.1598 2.9032 0.1692 0.10 0.69 -0.77
H -3.8191 1.1271 0.3821 0.34 0.00 0.47
H -2.9352 1.8185 -0.6847 -0.22 -0.17 0.51
O -3.7855 1.3756 -0.5434 -0.01 0.14 -0.84
```
Forces are in eV/Å.

Output
ΔE to the lowest compared entry with this formula, charge and spin in kJ/mol: 0.0
Orbital gap in eV: 8.9


(3)
The following is a quantum chemistry calculation of a structure of composition C19H16Cl2N8O3Sn, from the Open Molecules 2025 dataset.

```
49
Properties=species:S:1:pos:R:3:forces:R:3
Sn -0.8594 -1.5353 -0.7358 -0.26 -0.02 0.07
Cl -4.8452 -3.1480 2.1392 -0.03 -0.02 0.01
C -4.1704 -1.5678 2.3317 0.12 -0.04 -0.18
C -4.6744 -0.7402 3.3409 -0.03 0.09 0.06
C -4.1682 0.5119 3.5447 -0.07 -0.06 0.04
Cl -4.8090 1.5026 4.8248 -0.01 0.00 -0.02
C -3.1202 0.9939 2.7341 0.06 0.01 -0.08
C -2.5180 2.2633 2.8796 -0.01 -0.02 0.00
C -1.4800 2.6240 2.0681 -0.05 0.03 0.04
C -1.0390 1.7152 1.0943 0.04 -0.09 -0.04
N -1.5921 0.5387 0.9130 0.18 -0.14 0.02
C -2.6210 0.1503 1.7085 0.01 -0.07 0.00
C -3.1440 -1.1773 1.4717 -0.12 0.08 0.22
O -2.6697 -1.9478 0.5488 0.27 0.31 -0.63
H -5.4782 -1.1047 3.9653 0.01 -0.02 0.00
H -2.8857 2.9335 3.6444 0.01 0.00 0.00
H -0.9964 3.5854 2.1675 0.01 0.00 0.00
H -0.1911 1.9571 0.4609 0.00 -0.01 -0.03
N 1.1643 -0.4016 2.7886 -0.05 0.05 0.02
C 2.1875 -0.2702 1.9289 0.05 -0.06 -0.11
N 3.4014 -0.1279 2.4605 -0.04 -0.01 0.05
C 4.3802 -0.0220 1.5682 0.04 0.03 -0.04
N 5.6335 0.1257 2.0348 -0.01 0.03 0.02
N 4.2274 -0.0550 0.2356 0.03 -0.02 0.02
C 2.9746 -0.2034 -0.1720 -0.06 -0.09 0.03
N 1.9071 -0.3002 0.6084 -0.04 0.08 0.01
C 2.7956 -0.3067 -1.6587 0.01 0.07 -0.15
C 3.9215 -0.2119 -2.4697 0.03 0.01 0.03
C 3.7780 -0.3207 -3.8412 0.00 0.00 -0.02
C 2.5157 -0.5313 -4.3637 0.01 -0.01 -0.03
C 1.4505 -0.6176 -3.4825 -0.09 -0.07 0.07
N 1.5709 -0.5030 -2.1606 0.12 0.14 0.08
H 1.3706 -0.4613 3.7694 -0.02 -0.01 -0.02
H 0.2460 -0.6196 2.4488 -0.07 0.02 -0.07
H 5.7914 0.1089 3.0250 0.02 0.00 -0.01
H 6.3982 0.1671 1.3880 -0.01 -0.01 0.01
H 4.8855 -0.0596 -2.0095 -0.02 0.00 -0.01
H 4.6412 -0.2485 -4.4896 0.00 0.00 0.00
H 2.3501 -0.6397 -5.4262 -0.02 0.01 0.00
H 0.4519 -0.8156 -3.8544 0.04 0.00 -0.04
N -1.4487 0.4767 -2.0120 -0.05 -0.01 0.10
C -2.1256 0.1626 -3.2775 -0.05 -0.08 0.03
C -1.9546 -1.3112 -3.6792 -0.01 0.23 0.01
O -2.2176 -1.6190 -4.8221 0.01 -0.10 -0.06
O -1.5269 -2.0906 -2.7433 -0.01 -0.19 0.45
H -1.9927 1.1197 -1.4514 0.03 -0.03 0.09
H -0.5440 0.9070 -2.1768 0.03 -0.05 0.04
H -1.7746 0.7830 -4.1011 -0.02 0.00 0.00
H -3.1966 0.3310 -3.1667 0.00 0.03 0.01
```
Forces are in eV/Å.

Output
ΔE to the lowest compared entry with this formula, charge and spin in kJ/mol: 31.9
Orbital gap in eV: 7.3


| no. | calculated total energy (eV) |
| --- | --- |
| 1 | -95501.0526 |
| 2 | -33359.1262 |
| 3 | -68906.5171 |